ORCA calculation (ωB97M-V/def2-TZVPD) on a molecular structure, C2H3CuO in a non-equilibrium geometry.

Results
Kohn-Sham gap (alpha / beta) (Ha): 0.3069 / 0.3270
Relative energy (zero: lowest compared OMol25 entry of this formula, charge and spin) (kJ/mol): 0.0
Net charge: +1
2S+1: 2
Calculated total energy (a.u.): -1793.35530

The geometry in XYZ format:
```
7
Properties=species:S:1:pos:R:3:mulliken_charge:R:1
O 0.44 -0.28 1.16 -0.50
C -0.57 0.25 -0.86 -0.61
C 0.01 -0.67 0.06 0.37
Cu 1.55 1.21 2.32 0.84
H -0.84 -0.07 -1.86 0.29
H -0.78 1.27 -0.54 0.27
H 0.19 -1.71 -0.27 0.33
```

ORCA calculation (ωB97M-V/def2-TZVPD) on a molecular structure, C14H17O4SSe2W.

Results
Kohn-Sham gap (Ha): 0.2165
Relative energy (zero: lowest compared OMol25 entry of this formula, charge and spin) (kJ/mol): 37.4
Net charge: +3
Calculated total energy (a.u.): -6111.60161

The geometry in XYZ format:
```
39
Properties=species:S:1:pos:R:3:mulliken_charge:R:1
W 0.36 1.42 -0.16 1.10
C 3.63 -0.23 -1.07 -1.00
Se 2.07 -0.64 0.03 0.25
C 2.84 -0.34 1.81 -0.65
C 2.82 1.10 2.26 -0.79
Se 1.00 1.83 2.30 0.24
C 0.05 0.59 3.48 -0.96
H 4.05 0.73 -0.80 0.38
H 3.30 -0.26 -2.11 0.36
H 4.31 -1.05 -0.87 0.47
H 3.87 -0.71 1.74 0.53
H 2.30 -1.00 2.48 0.43
H 3.38 1.78 1.62 0.37
H 3.19 1.21 3.28 0.54
H 0.57 0.64 4.43 0.42
H 0.04 -0.41 3.07 0.36
H -0.96 0.99 3.59 0.40
C -3.07 -3.21 -2.02 -0.71
C -1.69 -3.08 -2.21 -0.78
C -0.99 -1.99 -1.71 -0.44
C -1.68 -1.00 -1.01 1.21
C -1.03 0.15 -0.48 1.68
C -1.84 1.22 0.15 -1.10
C -3.19 1.08 0.31 -1.46
C -3.80 -0.09 -0.17 -0.44
C -3.10 -1.11 -0.82 0.80
C -3.77 -2.23 -1.33 -0.87
H -3.59 -4.07 -2.42 0.46
H -1.16 -3.84 -2.76 0.46
H 0.07 -1.90 -1.89 0.49
H -1.46 2.22 0.48 0.49
H -3.78 1.86 0.77 0.50
H -4.88 -0.18 -0.07 0.50
H -4.84 -2.32 -1.19 0.49
O 2.00 3.49 -2.90 -0.43
S 1.53 2.66 -1.89 1.06
O 1.13 1.20 -2.15 -0.49
O 0.09 3.02 -1.21 -0.44
O 2.24 2.46 -0.57 -0.45
```

ORCA calculation (ωB97M-V/def2-TZVPD) on a gas-phase ion, C3H8NO2 (charge +1) in a non-equilibrium geometry.

Results
Kohn-Sham gap (Ha): 0.4358
Relative energy (zero: lowest compared OMol25 entry of this formula, charge and spin) (kJ/mol): 348.8
Net charge: +1
Calculated total energy (a.u.): -323.99443

The geometry in XYZ format:
```
14
Properties=species:S:1:pos:R:3:mulliken_charge:R:1
C 2.06 0.26 -0.48 -0.18
C 0.57 -0.21 0.57 0.25
C -1.89 0.31 0.13 -0.91
N -0.75 -0.63 -0.17 -0.20
O 1.62 -0.91 0.25 -0.34
O 1.02 1.02 0.06 -0.33
H 3.05 0.71 -0.08 0.25
H 2.21 0.34 -1.62 0.23
H 0.11 -0.16 1.66 0.39
H -2.41 0.32 -0.79 0.37
H -2.45 0.01 0.93 0.42
H -1.64 1.28 0.52 0.34
H -0.54 -0.75 -1.12 0.34
H -0.95 -1.60 0.15 0.36
```

ORCA calculation (ωB97M-V/def2-TZVPD) on a molecular structure, C21H29CoFN4OPS2 in a non-equilibrium geometry.

Results
Kohn-Sham gap (alpha / beta) (Ha): 0.2104 / 0.2264
Relative energy (zero: lowest compared OMol25 entry of this formula, charge and spin) (kJ/mol): 187.6
Net charge: -1
2S+1: 2
Calculated total energy (a.u.): -3732.24206

The geometry in XYZ format:
```
60
Properties=species:S:1:pos:R:3:mulliken_charge:R:1
Co 0.06 0.14 0.20 0.12
F 1.72 1.66 6.02 -0.37
C 1.39 1.39 4.72 0.54
C 1.48 0.08 4.26 -0.86
C 1.13 -0.18 2.95 0.14
C 0.67 0.82 2.08 0.16
C 0.62 2.12 2.59 0.10
C 0.97 2.41 3.90 -0.77
H 1.82 -0.70 4.92 0.39
H 1.22 -1.21 2.60 0.32
H 0.29 2.94 1.96 0.19
H 0.92 3.42 4.27 0.43
C -1.50 -1.15 0.96 -2.37
C -2.74 -0.63 0.45 1.05
C -3.34 0.51 1.03 -0.25
C -4.52 1.02 0.54 -0.65
C -5.16 0.42 -0.54 -0.54
C -4.59 -0.71 -1.11 -0.54
C -3.41 -1.23 -0.63 0.05
H -1.27 -2.17 0.63 0.35
H -1.38 -1.03 2.03 0.73
H -2.84 1.00 1.85 0.37
H -4.95 1.90 0.99 0.38
H -6.09 0.82 -0.92 0.39
H -5.09 -1.20 -1.94 0.39
H -2.99 -2.12 -1.07 0.24
S -0.86 1.98 -0.91 -0.20
C -0.77 3.42 -0.13 0.21
N -0.75 4.48 0.34 -0.72
S 3.39 -0.56 -0.71 -0.21
C 1.83 -0.39 -0.40 -0.04
C 0.54 -1.62 -5.74 -1.17
N 0.62 -1.39 -4.32 0.42
C 1.72 -2.06 -3.67 -0.71
P -0.77 -1.03 -3.43 0.37
O -0.49 -0.88 -2.00 -0.46
N -1.41 0.29 -4.27 -0.02
C -2.70 0.73 -3.75 -0.75
C -0.47 1.40 -4.39 -0.85
N -1.93 -2.24 -3.70 0.59
C -1.67 -3.49 -3.02 -1.23
C -2.67 -2.37 -4.93 -1.21
H 1.46 -1.26 -6.22 0.35
H -0.30 -1.07 -6.15 0.33
H 0.44 -2.68 -5.99 0.27
H 2.67 -1.66 -4.05 0.31
H 1.70 -3.14 -3.85 0.23
H 1.67 -1.87 -2.60 -0.12
H -3.33 -0.14 -3.57 0.22
H -3.18 1.37 -4.49 0.41
H -2.60 1.28 -2.81 0.12
H 0.51 1.01 -4.64 0.33
H -0.39 1.97 -3.47 0.18
H -0.80 2.06 -5.19 0.32
H -1.09 -3.28 -2.12 0.31
H -1.11 -4.20 -3.64 0.28
H -2.62 -3.96 -2.74 0.39
H -2.65 -1.42 -5.46 0.41
H -3.71 -2.63 -4.71 0.30
H -2.25 -3.15 -5.58 0.30
```

ORCA calculation (ωB97M-V/def2-TZVPD) on a molecular structure, C5H7N2 in a non-equilibrium geometry.

Results
Kohn-Sham gap (Ha): 0.3832
Relative energy (zero: lowest compared OMol25 entry of this formula, charge and spin) (kJ/mol): 576.8
Net charge: +1
Calculated total energy (a.u.): -303.79926

The geometry in XYZ format:
```
14
Properties=species:S:1:pos:R:3:mulliken_charge:R:1
C 1.96 0.32 -0.68 0.44
C 1.01 0.87 0.89 -0.35
C 0.06 -0.05 0.08 1.50
C -1.08 0.80 -0.62 -1.29
C -0.33 -1.50 0.42 -1.33
N 2.14 1.08 0.38 -0.30
N 1.16 -0.38 -1.22 -0.41
H 0.66 1.46 1.83 0.39
H -1.03 1.78 -0.14 0.42
H -2.06 0.21 -0.52 0.38
H -0.96 0.92 -1.71 0.37
H 0.44 -2.20 0.38 0.41
H -1.07 -1.76 -0.41 0.39
H -0.88 -1.57 1.33 0.37
```

ORCA calculation (ωB97M-V/def2-TZVPD) on a molecular structure, C18H14F6N3O5S4Ti in a non-equilibrium geometry.

Results
Kohn-Sham gap (alpha / beta) (Ha): 0.2494 / 0.2866
Net charge: -1
2S+1: 3
Calculated total energy (a.u.): -4276.31918

The geometry in XYZ format:
```
51
Properties=species:S:1:pos:R:3:mulliken_charge:R:1
Ti -0.29 -1.30 -0.40 0.58
C -2.32 -1.45 2.06 -1.19
C -1.16 -0.52 1.81 1.08
N 0.07 -1.02 1.84 -0.21
N 1.15 -0.20 2.07 -0.64
C 2.17 -0.32 1.28 0.38
S 2.14 -1.35 -0.13 -0.43
S 3.73 0.41 1.68 -0.18
C 3.48 2.18 1.37 -0.93
C 3.89 2.68 0.02 0.56
C 3.04 2.43 -1.05 0.04
C 3.42 2.75 -2.35 -0.72
C 4.63 3.39 -2.60 -0.45
C 5.42 3.75 -1.51 -0.43
C 5.03 3.44 -0.23 -0.54
C -1.39 0.92 1.62 0.03
C -1.92 1.75 2.59 -0.50
C -2.06 3.11 2.39 -0.69
C -1.66 3.65 1.16 -0.46
C -1.13 2.84 0.17 -0.58
C -1.00 1.47 0.36 0.90
O -0.61 0.65 -0.60 -0.46
H -2.35 -1.91 3.05 0.37
H -3.23 -0.92 1.88 0.43
H -2.37 -2.32 1.40 -0.09
H 2.41 2.38 1.57 0.23
H 4.03 2.67 2.16 0.49
H 2.12 1.89 -0.89 0.34
H 2.78 2.44 -3.17 0.39
H 4.98 3.62 -3.59 0.38
H 6.37 4.28 -1.73 0.31
H 5.63 3.73 0.61 0.37
H -2.17 1.38 3.57 0.41
H -2.47 3.77 3.14 0.37
H -1.80 4.71 1.01 0.39
H -0.93 3.27 -0.82 0.40
F -4.60 -3.99 -3.33 -0.23
C -4.05 -2.82 -3.00 0.62
F -4.87 -1.82 -3.34 -0.21
F -2.93 -2.72 -3.69 -0.21
S -3.60 -2.74 -1.18 0.89
O -2.67 -1.63 -1.17 -0.59
O -4.74 -2.53 -0.38 -0.60
N -2.96 -4.17 -1.00 -0.41
S -1.44 -4.44 -1.26 1.09
O -0.48 -3.34 -1.12 -0.64
O -1.22 -5.21 -2.45 -0.61
C -1.06 -5.52 0.25 0.60
F -1.90 -6.53 0.43 -0.24
F -1.24 -4.72 1.29 -0.20
F 0.15 -6.03 0.20 -0.20
```

ORCA calculation (ωB97M-V/def2-TZVPD) on 2 unconnected molecules or ions with the total composition C4H12N2O in a non-equilibrium geometry.

Results
Kohn-Sham gap (Ha): 0.3931
Relative energy (zero: lowest compared OMol25 entry of this formula, charge and spin) (kJ/mol): 157.2
Net charge: 0
Calculated total energy (a.u.): -344.32517

The geometry in XYZ format:
```
19
Properties=species:S:1:pos:R:3:mulliken_charge:R:1
H -1.87 -0.97 -3.43 0.22
N -1.50 -0.85 -2.49 -0.49
C -0.96 -1.94 -2.13 0.01
N -0.17 -2.06 -0.98 -0.56
H -1.03 -2.83 -2.77 0.33
H 0.45 -1.29 -0.88 0.25
H -0.63 -2.26 -0.11 0.27
C 0.07 1.32 -0.05 -1.32
C 0.38 1.38 1.44 0.58
C 1.85 1.73 1.71 -1.30
O 0.03 0.13 2.05 -0.52
H -0.95 0.99 -0.26 0.36
H 0.75 0.68 -0.59 0.22
H 0.12 2.34 -0.43 0.42
H -0.28 2.12 1.90 0.15
H 1.98 2.74 1.34 0.33
H 2.51 1.05 1.18 0.36
H 2.04 1.72 2.79 0.41
H 0.61 0.00 2.80 0.31
```

ORCA calculation (ωB97M-V/def2-TZVPD) on C2H3N3O2 in the gas phase in a non-equilibrium geometry.

Results
Kohn-Sham gap (Ha): 0.3613
Relative energy (zero: lowest compared OMol25 entry of this formula, charge and spin) (kJ/mol): 487.1
Net charge: 0
Calculated total energy (a.u.): -392.60803

The geometry in XYZ format:
```
10
Properties=species:S:1:pos:R:3:mulliken_charge:R:1
O 1.76 -1.38 -0.71 -0.55
C 0.67 -0.72 -0.41 0.54
C 0.63 0.42 0.29 -0.42
N -0.72 0.66 0.36 0.50
O -1.12 2.00 0.52 -0.41
N -1.43 -0.53 0.03 -0.47
N -0.45 -1.27 -0.47 -0.28
H 1.46 -2.39 -0.79 0.39
H 1.19 1.36 0.17 0.31
H -2.00 1.84 1.00 0.39
```